*A*
This record from the OMol25 dataset describes a single C3H4N2O2 molecule. The level of theory is ωB97M-V/def2-TZVPD.

The LUMO energy comes out at 0.61 eV. Its structure (SMILES) is Oc1cn(O)cn1.

```
! wB97M-V def2-TZVPD RIJCOSX def2/J DEFGRID3
* xyz 0 1
C 0.43 0.69 0.80
C -0.85 0.37 0.37
C 0.73 -0.49 -1.01
H 1.70 1.89 1.66
H -1.80 0.31 1.14
H -1.61 -1.90 -0.66
H 1.31 -1.10 -1.71
N -0.60 -0.35 -0.75
N 1.39 0.27 -0.14
O 0.72 1.60 1.73
O -1.42 -1.28 -1.42
*
```

natural (NBO) population analysis, charges in e, atoms 1 to 2: number 1, C, carries 0.395; number 2, C, carries -0.223

***

*B*
This record from the OMol25 dataset describes 3 unconnected molecules or ions with the total composition C3H4N2O2. The level of theory is ωB97M-V/def2-TZVPD.

The LUMO energy comes out at -0.62 eV.

```
! wB97M-V def2-TZVPD RIJCOSX def2/J DEFGRID3
* xyz 0 1
C -1.38 1.47 0.52
C 1.67 -1.13 -1.20
C -0.20 0.59 0.97
N -2.17 2.26 0.28
N 0.69 -1.33 -1.82
O 2.80 -1.04 -0.96
O -0.50 -0.85 0.95
H 0.01 1.18 1.77
H -0.34 -0.46 -2.24
H 0.45 0.51 0.12
H -1.03 -1.20 1.62
*
```

natural (NBO) population analysis, charges in e, atoms 1 to 2: number 1, C, carries 0.223; number 2, C, carries 0.782

***

*C*
This record from the OMol25 dataset describes 2 unconnected molecules or ions with the total composition C3H4N2O2. The level of theory is ωB97M-V/def2-TZVPD.

The LUMO energy comes out at -0.07 eV. Its structure (SMILES) is C1N=N1.O=C=CO.

```
! wB97M-V def2-TZVPD RIJCOSX def2/J DEFGRID3
* xyz 0 1
C -0.50 1.50 1.81
C -0.59 0.30 2.40
C 0.66 -1.90 -0.16
N -0.59 -1.96 -0.79
N -0.71 -1.64 0.41
O -1.07 1.83 0.57
O -0.83 -0.59 3.09
H 0.32 2.11 2.14
H 1.25 -2.81 0.20
H 1.18 -1.05 -0.58
H -1.61 1.04 0.42
*
```

natural (NBO) population analysis, charges in e, atoms 1 to 2: number 1, C, carries -0.210; number 2, C, carries 0.607

***

Winner for stability: *A*

***

*A*
This record from the OMol25 dataset describes a single C3H4N2O2 molecule. The level of theory is ωB97M-V/def2-TZVPD.

The LUMO energy comes out at 0.49 eV. Its structure (SMILES) is Nc1c[nH]oc1=O.

```
! wB97M-V def2-TZVPD RIJCOSX def2/J DEFGRID3
* xyz 0 1
C 0.33 -0.22 -0.06
C -0.81 -0.69 -0.04
C 0.26 1.20 -0.17
H 2.04 -0.03 -0.35
H 1.52 -1.45 0.52
H -0.98 -1.82 0.06
H -2.22 0.34 0.87
N 1.46 -0.91 -0.37
N -1.75 0.20 -0.13
O -1.04 1.40 -0.42
O 1.19 1.99 0.09
*
```

natural (NBO) population analysis, charges in e, atoms 1 to 2: number 1, C, carries -0.067; number 2, C, carries -0.039

***

*B*
This record from the OMol25 dataset describes a single C3H4N2O2 molecule. The level of theory is ωB97M-V/def2-TZVPD.

The LUMO energy comes out at 0.33 eV. Its structure (SMILES) is Cn1cnc(=O)o1.

```
! wB97M-V def2-TZVPD RIJCOSX def2/J DEFGRID3
* xyz 0 1
C -1.52 -0.59 0.11
C 0.28 1.19 -0.12
C 2.01 -0.15 -0.09
H -1.84 -1.46 -0.49
H -1.47 -0.67 1.22
H -2.24 0.18 0.05
H -0.42 2.00 0.04
N -0.28 -0.07 -0.38
N 1.57 1.20 -0.10
O 3.07 -0.67 0.09
O 0.84 -0.97 -0.33
*
```

natural (NBO) population analysis, charges in e, atoms 1 to 2: number 1, C, carries -0.430; number 2, C, carries 0.280

***

Winner for stability: *B*

***

*A*
This record from the OMol25 dataset describes a molecular structure, C5H8S3. The level of theory is ωB97M-V/def2-TZVPD.

The LUMO energy comes out at -0.50 eV.

```
! wB97M-V def2-TZVPD RIJCOSX def2/J DEFGRID3
* xyz 0 1
C -1.09 1.58 -1.05
C -0.39 0.65 -0.03
C -1.70 0.40 0.87
C 0.83 1.18 0.61
C 1.74 0.16 0.11
H -1.00 2.63 -0.36
H -2.25 1.37 -1.22
H -0.36 1.70 -1.97
H -1.72 0.00 2.01
H -2.10 1.47 1.11
H -1.95 -1.77 0.26
H 1.01 2.23 0.16
H 0.88 1.49 1.53
S -3.05 -0.75 0.09
S 3.32 -0.36 0.12
S 0.43 -0.95 -0.49
*
```

natural (NBO) population analysis, charges in e, atoms 1 to 2: number 1, C, carries -0.624; number 2, C, carries -0.140

***

*B*
This record from the OMol25 dataset describes a single C5H8S3 molecule. The level of theory is ωB97M-V/def2-TZVPD.

The LUMO energy comes out at 0.44 eV. Its structure (SMILES) is S[C@@]12CSCS[C@@H]1C2.

```
! wB97M-V def2-TZVPD RIJCOSX def2/J DEFGRID3
* xyz 0 1
C -0.24 -0.88 0.31
C 0.95 -0.87 -0.73
C 0.86 2.02 -0.20
C -1.27 0.33 0.21
C -0.40 0.17 1.49
H -2.38 -2.42 -0.30
H 1.67 -1.69 -0.66
H 0.62 -0.96 -1.77
H 1.31 2.71 -0.93
H 0.96 2.57 0.82
H -2.37 0.25 0.26
H -0.92 -0.31 2.29
H 0.28 0.75 1.89
S -1.20 -2.45 0.77
S 2.02 0.51 -0.39
S -0.73 1.60 -0.88
*
```

natural (NBO) population analysis, charges in e, atoms 1 to 2: number 1, C, carries -0.141; number 2, C, carries -0.577

***

Winner for stability: *B*

***

*A*
This record from the OMol25 dataset describes 2 unconnected molecules or ions with the total composition C2H8NO3. The level of theory is ωB97M-V/def2-TZVPD.

The LUMO energy comes out at -3.84 eV.

```
! wB97M-V def2-TZVPD RIJCOSX def2/J DEFGRID3
* xyz 1 1
O 1.07 -0.45 0.62
C 0.35 0.02 -0.21
O -0.26 1.19 -0.17
C -0.17 -0.77 -1.41
N 0.06 -2.23 -1.10
H 0.19 1.72 0.53
H 0.31 -0.49 -2.34
H -1.25 -0.60 -1.43
H -0.68 -2.56 -0.47
H 0.92 -2.34 -0.54
H 0.11 -2.79 -1.95
H -0.39 3.81 2.52
H 0.17 2.64 3.35
O -0.42 2.85 2.61
*
```

natural (NBO) population analysis, charges in e, atoms 1 to 2: number 1, O, carries -0.566; number 2, C, carries 0.770

***

*B*
This record from the OMol25 dataset describes 2 unconnected molecules or ions with the total composition C2H8NO3. The level of theory is ωB97M-V/def2-TZVPD.

The LUMO energy comes out at -3.73 eV.

```
! wB97M-V def2-TZVPD RIJCOSX def2/J DEFGRID3
* xyz 1 1
O 0.56 -0.06 -0.79
C -0.32 0.38 -0.09
O -0.40 1.63 0.29
C -1.52 -0.51 0.25
N -1.27 -1.78 -0.52
H 0.49 2.01 0.16
H -1.49 -0.65 1.32
H -2.47 -0.13 -0.10
H -1.29 -2.59 0.10
H -1.79 -1.74 -1.39
H -0.30 -1.70 -0.89
H 2.86 0.18 -0.16
H 3.25 0.64 1.21
O 2.47 0.47 0.67
*
```

natural (NBO) population analysis, charges in e, atoms 1 to 2: number 1, O, carries -0.591; number 2, C, carries 0.791

***

Winner for stability: *A*